A structure of composition C3H5LiO4Rh in a non-equilibrium geometry, computed with wB97M-V/def2-TZVPD.

Results
Net charge = +4
Multiplicity = 6
Energy relative to the best compared isomer or geometry (same formula, charge and spin) = 0.0 kJ/mol
M = 214.92 g/mol
HOMO energy (alpha / beta) = -27.609 / -28.084 eV
Strongest force on any atom = 6.070 eV Å⁻¹
DFT total energy = -14535.515 eV

```
14
Properties=species:S:1:pos:R:3:forces:R:3
Rh -4.14627 0.67571 0.66297 -5.999 0.150 0.915
O -0.52040 0.66825 0.04864 0.063 -0.129 0.666
O -2.62087 -0.19672 -0.24735 1.758 -1.047 -0.788
O -2.31757 1.55823 1.02279 1.275 0.493 0.566
O 3.19328 -2.13076 0.53646 -0.792 -1.704 -1.068
C -1.89706 0.63915 0.28709 1.804 0.196 -1.255
C 0.02432 -0.20599 -0.71937 -0.343 0.271 -0.955
C 1.45288 -0.32721 -0.75540 -0.440 -0.259 -0.771
Li -1.55169 3.08743 1.89680 0.244 0.990 0.587
H 1.49273 -1.36914 -0.28172 0.287 0.817 -0.149
H 1.74737 -0.55123 -1.79779 0.032 -0.027 0.064
H 3.80732 -1.61676 1.09475 1.872 1.099 1.480
H 1.97824 0.55649 -0.37838 0.161 -0.519 0.474
H -0.64226 -0.78745 -1.36950 0.078 -0.332 0.236
```
Positions in Å, forces in eV/Å.

***

A structure of composition C3H5MgO3Rb in a non-equilibrium geometry, computed with wB97M-V/def2-TZVPD.

Results
Net charge = +3
Multiplicity = 2
Energy relative to the best compared isomer or geometry (same formula, charge and spin) = 204.6 kJ/mol
M = 198.84 g/mol
HOMO energy (alpha / beta) = -22.186 / -22.196 eV
Strongest force on any atom = 1.948 eV Å⁻¹
DFT total energy = -15400.252 eV

```
13
Properties=species:S:1:pos:R:3:forces:R:3
Rb -3.94924 1.47230 -0.79847 -0.372 0.208 -0.464
Mg -1.34492 0.45230 2.51870 0.225 0.429 -0.592
O 1.41354 -0.81570 0.12795 1.005 -0.781 1.130
O -0.01224 -2.45279 -0.46472 0.537 -1.260 1.195
O -1.07495 0.76842 0.68444 -0.809 -0.635 1.655
C 0.82434 0.24932 -0.73397 -0.276 0.541 -0.788
C 0.95562 -1.96267 0.16105 -1.097 1.012 -1.185
C 0.13418 1.25399 0.15319 0.802 0.458 -0.243
H 0.83606 1.57235 0.94023 -0.019 0.015 -0.281
H -0.03266 2.14185 -0.48179 -0.069 -0.236 0.181
H 1.68635 0.68790 -1.24497 -0.099 -0.146 0.127
H 0.15390 -0.24021 -1.45192 0.164 0.103 0.176
H 0.41002 -3.12707 0.59027 0.008 0.291 -0.911
```
Positions in Å, forces in eV/Å.

***

A cluster of 2 separate species, C3H5N in total in a non-equilibrium geometry, computed with wB97M-V/def2-TZVPD.

Results
Multiplicity = 1
Energy relative to the best compared isomer or geometry (same formula, charge and spin) = 831.2 kJ/mol
M = 55.08 g/mol
HOMO energy (alpha / beta) = -9.486 / -8.998 eV
Strongest force on any atom = 3.203 eV Å⁻¹
DFT total energy = -4673.243 eV

```
9
Properties=species:S:1:pos:R:3:forces:R:3
N 0.81610 -1.03124 2.18434 -0.520 1.794 -1.356
C -0.63637 -0.18042 -0.74702 2.500 -0.859 1.808
C 0.39515 0.93605 -0.54343 -0.857 0.504 0.471
C -0.28410 0.36270 0.64159 1.011 -2.201 0.133
H 0.29416 -1.85341 1.87801 -0.438 -0.319 -0.195
H -0.46829 -1.22824 -1.07509 0.092 0.970 0.442
H 1.47951 0.85935 -0.56358 -0.240 -0.168 -0.273
H -0.03944 1.91586 -0.81795 0.682 -0.426 0.049
H -1.55671 0.21934 -0.95688 -2.230 0.704 -1.079
```
Positions in Å, forces in eV/Å.

***

The molecule C3H5N in a non-equilibrium geometry, computed with wB97M-V/def2-TZVPD.

Results
Multiplicity = 1
Energy relative to the best compared isomer or geometry (same formula, charge and spin) = 188.6 kJ/mol
M = 55.08 g/mol
HOMO energy = -9.242 eV
SMILES = N=C1CC1
Strongest force on any atom = 1.979 eV Å⁻¹
DFT total energy = -4679.903 eV

```
9
Properties=species:S:1:pos:R:3:forces:R:3
N -1.88668 0.13016 0.02043 -0.817 0.436 0.517
C 0.55584 0.91917 0.05717 0.879 -0.710 -1.624
C 0.63071 -0.63320 -0.05240 -0.627 -0.662 1.367
C -0.64314 0.10629 0.04011 0.455 -0.596 -0.690
H 0.95832 -1.18779 0.81599 -0.029 -0.118 0.078
H -2.33789 -0.78454 0.06341 0.376 -0.057 -0.253
H 0.96743 1.17458 -0.93999 -0.572 1.209 0.995
H 0.86527 1.37752 0.98626 0.216 0.217 -0.267
H 0.89014 -1.10218 -0.99098 0.120 0.282 -0.122
```
Positions in Å, forces in eV/Å.

***

A structure of composition C3H5N in a non-equilibrium geometry, computed with wB97M-V/def2-TZVPD.

Results
Multiplicity = 1
Energy relative to the best compared isomer or geometry (same formula, charge and spin) = 424.4 kJ/mol
M = 55.08 g/mol
HOMO energy = -9.746 eV
Strongest force on any atom = 5.605 eV Å⁻¹
DFT total energy = -4677.459 eV

```
9
Properties=species:S:1:pos:R:3:forces:R:3
N 1.38764 -0.36984 0.13232 1.388 -1.377 0.062
C 0.07277 -1.02840 0.16050 -1.780 2.547 -4.665
C 0.90183 0.79634 0.02961 -2.550 0.477 -0.516
C -0.54010 0.47760 0.15759 -1.891 -1.565 0.377
H -0.25232 -1.91027 0.68204 0.417 -0.098 0.389
H -1.04461 0.91672 1.01949 0.518 -0.466 0.834
H -0.34367 -1.32515 -1.44793 1.218 0.207 4.012
H -1.37577 0.63873 -0.55371 1.143 0.143 -0.593
H 1.19425 1.80426 -0.17990 1.537 0.132 0.100
```
Positions in Å, forces in eV/Å.

***

The ion C3H5N2 with charge +1 in a non-equilibrium geometry, computed with wB97M-V/def2-TZVPD.

Results
Net charge = +1
Multiplicity = 1
Energy relative to the best compared isomer or geometry (same formula, charge and spin) = 303.3 kJ/mol
M = 69.09 g/mol
HOMO energy = -15.526 eV
SMILES = C1=C[NH2+]C=N1
Strongest force on any atom = 3.132 eV Å⁻¹
DFT total energy = -6162.749 eV

```
10
Properties=species:S:1:pos:R:3:forces:R:3
N 1.42223 0.32334 -0.03509 1.479 -0.141 -0.268
N -0.90366 0.41539 0.10579 1.661 0.953 -1.634
C -0.43241 -0.94823 0.02674 1.893 -0.065 0.303
C 0.52023 1.15267 0.01266 -0.288 -0.044 1.316
C 0.92486 -0.93849 0.00536 -2.938 -0.915 0.584
H 1.50324 -1.80080 0.14501 0.957 -0.903 -0.319
H -1.09932 0.80383 -0.82387 -1.060 -0.403 -0.457
H -1.68925 0.65706 0.72142 0.468 0.046 0.222
H 0.78243 2.15433 -0.15543 -1.164 1.801 0.062
H -1.02834 -1.81909 -0.00260 -1.007 -0.331 0.192
```
Positions in Å, forces in eV/Å.

***

Question: The highest M belongs to which entry?
Answer: C3H5LiO4Rh